## 1
Below is a cluster of 4 separate species, C3H16N2O3 in total, with properties calculated with ωB97M-V/def2-TZVPD.

Calculated values
HOMO-LUMO gap in eV: 9.44
Highest occupied orbital energy in eV: -9.029

Structure (XYZ):
```
24
Properties=species:S:1:pos:R:3:lowdin_charge:R:1
C -0.221 -1.649 -1.314 -0.122
N 0.267 -0.482 -0.550 -0.144
C -0.216 -0.523 0.847 -0.241
C -1.547 0.290 0.704 -0.261
N -2.191 0.265 2.065 -0.014
H -0.803 -2.285 -0.639 0.071
H -0.945 -1.327 -2.063 0.069
H 0.597 -2.263 -1.690 0.075
H 1.248 -0.277 -0.695 0.081
H 0.429 0.092 1.486 0.109
H -0.224 -1.514 1.302 0.103
H -2.098 0.096 -0.213 0.091
H -1.142 1.302 0.690 0.099
H -2.204 -0.703 2.363 0.050
H -3.138 0.627 2.069 0.049
O 4.353 1.309 -1.685 -0.064
H 5.160 1.094 -1.201 0.033
H 3.889 1.766 -0.987 0.020
O -4.643 2.033 -0.659 -0.066
H -4.487 1.126 -0.356 0.023
H -3.759 2.425 -0.586 0.035
O 4.204 -0.423 0.601 -0.053
H 3.344 -0.038 0.728 0.009
H 4.128 -0.940 -0.217 0.047
```


## 2
Below is a cluster of 4 separate species, C3H16N2O3 in total, with properties calculated with ωB97M-V/def2-TZVPD.

Calculated values
HOMO-LUMO gap in eV: 9.30
Highest occupied orbital energy in eV: -9.027

Structure (XYZ):
```
24
Properties=species:S:1:pos:R:3:lowdin_charge:R:1
C 0.627 2.517 1.386 -0.049
C 0.719 1.116 0.809 -0.533
N -0.072 0.977 -0.347 -0.012
C 0.470 0.076 1.874 -0.228
N 1.046 -1.250 1.433 0.033
H 0.284 3.261 0.463 0.139
H 0.107 2.722 2.206 0.012
H 1.543 3.017 1.646 0.063
H 1.664 0.869 0.373 0.113
H -1.054 1.480 -0.346 0.143
H -0.008 0.029 -0.746 0.043
H -0.652 0.118 1.944 0.115
H 0.825 0.234 2.915 0.110
H 1.469 -1.077 0.497 0.059
H 0.383 -1.901 1.459 -0.013
O -2.786 -1.647 -0.662 -0.062
H -2.828 -1.507 0.318 0.073
H -2.735 -2.532 -0.958 0.009
O 1.766 -0.451 -1.894 -0.004
H 1.168 -0.885 -2.276 -0.134
H 1.552 0.564 -1.927 0.119
O -0.840 -1.900 -2.879 -0.109
H -1.545 -2.576 -3.134 0.076
H -1.104 -1.255 -2.154 0.036
```


It is 2 that is the least stable of them.


## 1
Below is the molecule C5H10OS2, with properties calculated with ωB97M-V/def2-TZVPD.

Calculated values
HOMO-LUMO gap in eV: 8.37
Highest occupied orbital energy in eV: -8.416

Structure (XYZ):
```
18
Properties=species:S:1:pos:R:3:lowdin_charge:R:1
C -1.869 -1.187 -0.959 -0.384
S -0.490 -2.330 -0.755 0.864
C 0.522 -1.587 0.437 -1.084
S 2.023 -2.291 0.759 0.585
C 0.118 -0.293 1.184 -0.259
C 1.089 0.823 0.794 -0.212
C 0.934 1.334 -0.631 -0.252
O -0.448 1.566 -0.903 -0.110
H -2.490 -1.684 -1.715 0.038
H -1.468 -0.217 -1.310 0.026
H -2.442 -1.062 -0.043 0.042
H -0.906 0.007 1.106 0.082
H 0.318 -0.494 2.216 0.099
H 2.122 0.519 1.003 0.097
H 0.870 1.682 1.407 0.106
H 1.498 2.260 -0.852 0.122
H 1.306 0.578 -1.349 0.125
H -0.686 2.373 -0.390 0.115
```


## 2
Below is a cluster of 2 separate species, C5H10OS2 in total, with properties calculated with ωB97M-V/def2-TZVPD.

Calculated values
HOMO-LUMO gap in eV: 8.59
Highest occupied orbital energy in eV: -8.530

Structure (XYZ):
```
18
Properties=species:S:1:pos:R:3:lowdin_charge:R:1
C 3.884 -0.158 0.525 -0.116
O 2.911 -1.086 0.081 -0.122
C 1.661 -0.902 0.355 -0.894
C 0.802 -2.121 0.368 -0.077
S 1.042 0.571 0.752 0.727
H 3.448 0.267 1.462 0.059
H 4.208 0.712 -0.184 0.124
H 4.890 -0.557 0.719 0.086
H 1.526 -2.843 0.651 0.067
H 0.329 -2.221 -0.664 0.114
H -0.023 -1.972 1.107 0.088
C -2.603 1.621 0.385 -0.193
C -2.999 0.201 0.021 -0.757
S -2.741 -0.358 -1.444 0.668
H -3.425 2.281 0.004 0.099
H -1.652 1.675 0.000 -0.018
H -2.477 1.667 1.477 0.073
H -3.412 -0.338 0.926 0.071
```


It is 2 that is the least stable of them.


## 1
Below is a cluster of 4 separate species, C2H12O3S in total, with properties calculated with ωB97M-V/def2-TZVPD.

Calculated values
HOMO-LUMO gap in eV: 8.95
Highest occupied orbital energy in eV: -8.586

Structure (XYZ):
```
18
Properties=species:S:1:pos:R:3:lowdin_charge:R:1
C -0.256 0.970 0.801 -0.470
S -0.250 2.534 -0.096 0.726
C -1.088 2.000 -1.627 -0.413
H 0.098 0.165 0.157 0.005
H -1.272 0.752 1.135 0.037
H 0.387 0.952 1.675 0.032
H -1.545 2.896 -2.042 0.023
H -0.326 1.674 -2.336 0.027
H -1.803 1.222 -1.382 0.029
O -0.262 -2.900 -1.474 -0.080
H 0.647 -2.782 -1.122 0.007
H -0.590 -2.018 -1.663 0.015
O -0.016 -1.724 2.324 -0.061
H -0.228 -2.307 3.072 0.057
H -0.545 -2.117 1.613 0.048
O 1.998 -1.933 0.055 -0.052
H 1.815 -2.413 0.870 0.039
H 1.890 -1.005 0.282 0.031
```


## 2
Below is a cluster of 4 separate species, C2H12O3S in total, with properties calculated with ωB97M-V/def2-TZVPD.

Calculated values
HOMO-LUMO gap in eV: 9.89
Highest occupied orbital energy in eV: -9.163

Structure (XYZ):
```
18
Properties=species:S:1:pos:R:3:lowdin_charge:R:1
C 0.946 1.306 0.646 -0.160
C 2.061 0.324 0.322 -0.569
S 1.506 -1.421 0.106 0.748
H 0.500 1.114 1.617 0.066
H 0.271 1.366 -0.195 0.061
H 1.448 2.263 0.818 0.073
H 2.566 0.662 -0.579 0.064
H 2.851 0.287 1.069 0.053
H 0.371 -1.283 0.781 -0.165
O -2.424 -0.112 -0.602 -0.060
H -3.075 0.527 -0.879 0.049
H -1.871 -0.312 -1.377 0.003
O -0.391 -0.509 -2.302 -0.099
H -0.026 -1.034 -3.021 0.058
H 0.162 -0.722 -1.519 -0.063
O -1.302 -1.018 1.786 -0.102
H -1.720 -0.856 0.912 0.003
H -1.873 -0.582 2.418 0.041
```


It is 1 that is the least stable of them.


## 1
Below is a structure of composition NO4S, with properties calculated with ωB97M-V/def2-TZVPD.

Calculated values
Net charge: -1
HOMO-LUMO gap in eV: 8.14
Highest occupied orbital energy in eV: -4.135

Structure (XYZ):
```
6
Properties=species:S:1:pos:R:3:lowdin_charge:R:1
N -1.890 0.050 -0.352 -0.292
O 1.683 1.150 0.262 -0.493
O -0.735 -0.059 -0.807 -0.296
O 1.881 -1.185 -0.363 -0.514
O -2.054 0.211 0.875 -0.178
S 1.115 -0.167 0.386 0.772
```


## 2
Below is the ion NO4S with charge -1, with properties calculated with ωB97M-V/def2-TZVPD.

Calculated values
Net charge: -1
HOMO-LUMO gap in eV: 8.22
Highest occupied orbital energy in eV: -3.996

Structure (XYZ):
```
6
Properties=species:S:1:pos:R:3:lowdin_charge:R:1
N 1.774 -0.168 0.008 -0.267
O -1.575 1.385 -0.424 -0.520
O 0.829 0.413 0.605 -0.290
O -1.608 -0.665 0.850 -0.487
O 1.539 -1.022 -0.842 -0.159
S -0.958 0.056 -0.196 0.723
```


It is 2 that is the least stable of them.